Molecular formula: C4H10OS
Method: DFT, ωB97M-V/def2-TZVPD

Properties
Electronic energy   -631.6785 hartree
Highest occupied orbital energy   -8.55 eV
F_max   0.12046 hartree/bohr
Gap between HOMO and LUMO   9.428 eV
Energy relative to the best compared isomer or geometry (same formula, charge and spin)   383.86 kJ/mol

Last column: natural (NBO) charge in e.
Element x y z (Å)
C 1.82 -1.50 0.32  -0.75
C -0.88 0.14 -0.08  0.09
C -1.02 -0.48 1.36  -0.69
C -0.20 1.99 -1.56  -0.24
H 2.10 -0.62 0.97  0.22
H 1.32 -2.27 1.09  0.22
H 2.80 -1.74 -0.11  0.23
H -1.80 -0.67 -0.76  0.14
H -0.19 0.10 2.04  0.22
H -1.17 -1.58 1.41  0.25
H -1.85 0.07 1.98  0.22
H 0.58 1.28 -1.84  0.22
H -0.95 1.98 -2.37  0.19
H -0.03 2.97 -1.34  0.19
O -0.85 1.50 -0.18  -0.56
S 0.34 -1.18 -0.93  0.04